Arrangement A

C5H3F3 | ωB97M-V/def2-TZVPD

Properties
Kohn-Sham gap   0.3567 hartree
HOMO   -10.6 eV

Last column: Mulliken charge in e.
Element x y z (Å)
1 C 2.867 -0.894 0.039  -0.052
2 C 1.706 -0.871 -0.175  -0.587
3 C -0.892 0.666 0.745  -0.187
4 C -0.936 0.587 -0.777  0.021
5 C -0.478 -0.596 -0.002  0.356
6 F -2.130 0.613 1.377  -0.262
7 F -2.123 0.452 -1.457  -0.257
8 F -1.124 -1.748 0.039  -0.189
9 H 3.877 -0.754 0.245  0.404
10 H -0.318 1.219 1.387  0.409
11 H -0.447 1.325 -1.420  0.345

***

Arrangement B

C5H3F3 | ωB97M-V/def2-TZVPD

Properties
Kohn-Sham gap (spin up / spin down)   0.3363 / 0.3364 hartree
HOMO (spin up / spin down)   -9.6 / -9.6 eV

Last column: Mulliken charge in e.
Element x y z (Å)
1 C 1.645 -1.544 -0.108  -0.572
2 C 0.655 -0.974 0.498  0.502
3 C 1.603 -0.137 -0.536  -0.215
4 C -0.166 0.079 0.758  -0.708
5 C -1.464 0.245 0.024  0.923
6 F -1.561 1.472 -0.521  -0.249
7 F -1.613 -0.632 -0.975  -0.256
8 F -2.534 0.109 0.829  -0.259
9 H 2.299 0.578 -0.110  0.240
10 H 1.217 0.125 -1.515  0.239
11 H -0.080 0.680 1.656  0.355

***

The computed energies, referenced to the most stable structure and given in hartree, are arrangement A 0.0910; arrangement B 0.0000.

***

Arrangement A

C2H8NOS | ωB97M-V/def2-TZVPD

Properties
Kohn-Sham gap   0.2532 hartree
HOMO   -2.8 eV
Charge   -1

Last column: Mulliken charge in e.
Element x y z (Å)
1 C -1.514 -0.321 0.024  -0.701
2 C -0.036 0.000 0.287  -0.688
3 S 0.980 -0.194 -1.229  -0.648
4 N -1.766 -1.713 -0.374  -0.715
5 H -1.675 0.315 -0.841  0.294
6 H -2.219 -0.002 0.790  0.346
7 H 0.332 -0.617 1.118  0.243
8 H 0.049 1.039 0.618  0.333
9 H -1.028 -2.237 0.104  0.255
10 H -1.419 -1.774 -1.323  0.327
11 H 3.467 1.959 -0.034  0.308
12 H 2.023 1.602 0.196  0.286
13 O 2.807 1.945 0.665  -0.641

***

Arrangement B

C2H8NOS | ωB97M-V/def2-TZVPD

Properties
Kohn-Sham gap   0.2241 hartree
HOMO   -2.3 eV
Charge   -1

Last column: Mulliken charge in e.
Element x y z (Å)
1 C 0.437 2.660 -1.807  -0.764
2 S 0.447 0.841 -1.429  -0.724
3 H 0.341 3.243 -0.885  0.189
4 H 1.321 2.889 -2.397  0.172
5 H -0.462 2.928 -2.369  0.191
6 N 0.069 -1.925 0.545  -0.461
7 C -0.451 -1.908 1.860  -0.252
8 O -0.801 -0.622 2.322  -0.544
9 H -0.537 -2.182 -0.218  0.207
10 H 0.698 -1.154 0.375  0.191
11 H -1.183 -2.728 1.892  0.309
12 H 0.271 -2.210 2.630  0.205
13 H -1.413 -0.114 1.771  0.278

***

The computed energies, referenced to the most stable structure and given in hartree, are arrangement A 0.0000; arrangement B 0.0284.

***

Arrangement A

C6H8N4 | ωB97M-V/def2-TZVPD

Properties
Kohn-Sham gap   0.3618 hartree
HOMO   -9.4 eV
SMILES   CCc1c(C#N)nnn1C

Last column: Mulliken charge in e.
Element x y z (Å)
1 C -1.767 -1.542 1.534  0.072
2 C -0.440 -1.295 1.203  0.510
3 C 0.045 -0.437 0.032  0.408
4 C -1.529 1.460 -0.486  -0.914
5 C 2.407 0.102 -0.434  -0.890
6 C -0.771 0.234 -0.999  -0.863
7 N -2.873 -1.617 1.740  -0.449
8 N 0.603 -1.592 1.978  -0.457
9 N 1.663 -1.076 1.400  -0.685
10 N 1.361 -0.482 0.275  0.735
11 H -2.095 1.879 -1.333  0.306
12 H -0.751 2.289 -0.396  0.230
13 H -1.970 1.101 0.459  0.379
14 H 3.240 0.239 0.153  0.392
15 H 2.564 -0.368 -1.502  0.256
16 H 1.995 1.094 -0.599  0.322
17 H -0.153 0.582 -1.830  0.338
18 H -1.531 -0.572 -1.193  0.309

***

Arrangement B

C6H8N4 | ωB97M-V/def2-TZVPD

Properties
Kohn-Sham gap   0.3827 hartree
HOMO   -9.9 eV
SMILES   CC1=NCCc2nncn21

Last column: Mulliken charge in e.
Element x y z (Å)
1 C -1.682 1.355 -0.045  -0.019
2 C -1.186 -0.706 0.242  0.436
3 C 0.765 0.600 0.144  0.668
4 C -0.322 -1.854 0.458  -0.628
5 C 0.929 -1.741 -0.367  -0.465
6 C 1.458 1.973 0.139  -1.169
7 N -2.761 0.697 -0.266  -0.519
8 N -2.456 -0.649 -0.114  -0.456
9 N 1.526 -0.431 -0.237  -0.503
10 N -0.643 0.522 0.243  0.059
11 H -1.509 2.365 -0.241  0.444
12 H -0.125 -1.983 1.487  0.290
13 H -0.816 -2.741 0.067  0.317
14 H 1.759 -2.467 -0.218  0.327
15 H 0.560 -1.917 -1.490  0.255
16 H 1.270 2.669 1.017  0.305
17 H 0.828 2.456 -0.648  0.264
18 H 2.404 1.851 -0.170  0.394

***

The computed energies, referenced to the most stable structure and given in hartree, are arrangement A 0.0349; arrangement B 0.0000.

***

Arrangement A

C3H12NO3 | ωB97M-V/def2-TZVPD

Properties
Kohn-Sham gap   0.2786 hartree
HOMO   -3.6 eV
Charge   -1

Last column: Mulliken charge in e.
Element x y z (Å)
1 C 0.196 1.711 0.667  -0.421
2 N 0.578 0.915 -0.443  -0.159
3 C 1.532 -0.217 -0.342  -0.616
4 O 0.975 -1.427 -0.364  -0.869
5 C -1.307 1.822 0.994  -1.133
6 H 0.571 2.746 0.515  0.270
7 H 0.682 1.370 1.593  0.310
8 H -0.145 0.662 -1.116  0.210
9 H 2.354 -0.072 -1.092  0.201
10 H 2.135 0.024 0.601  0.307
11 H -1.753 0.874 1.294  0.259
12 H -1.400 2.481 1.857  0.356
13 H -1.881 2.032 0.087  0.299
14 H -0.898 -1.497 0.991  0.362
15 H -0.642 -2.773 0.500  0.349
16 O -1.280 -2.368 1.087  -0.699
17 H 0.349 -1.469 -1.860  0.486
18 H 0.067 -2.846 -2.364  0.243
19 O -0.135 -1.967 -2.606  -0.755

***

Arrangement B

C3H12NO3 | ωB97M-V/def2-TZVPD

Properties
Kohn-Sham gap   0.2987 hartree
HOMO   -4.0 eV
Charge   -1

Last column: Mulliken charge in e.
Element x y z (Å)
1 C -1.261 0.781 -1.164  -0.700
2 C -0.155 -0.306 -1.250  -0.263
3 C 1.249 0.206 -0.911  -0.573
4 O 1.615 0.086 0.421  -0.979
5 N -1.946 0.828 0.119  -0.806
6 H -1.878 0.647 -2.059  0.297
7 H -0.771 1.742 -1.338  0.331
8 H -0.363 -1.138 -0.570  0.259
9 H -0.152 -0.808 -2.229  0.318
10 H 1.262 1.282 -1.203  0.269
11 H 2.074 -0.199 -1.528  0.252
12 H -1.248 1.105 0.809  0.443
13 H -2.197 -0.115 0.391  0.304
14 H 1.122 -1.224 0.984  0.383
15 H 1.233 -2.666 1.702  0.227
16 O 0.599 -2.068 1.298  -0.728
17 H 0.850 0.746 1.646  0.492
18 H -0.193 0.109 2.534  0.298
19 O 0.157 0.991 2.348  -0.826

***

The computed energies, referenced to the most stable structure and given in hartree, are arrangement A 0.0235; arrangement B 0.0000.

***

Arrangement A

C5H26N2O8 | ωB97M-V/def2-TZVPD

Properties
Kohn-Sham gap   0.3201 hartree
HOMO   -8.4 eV
SMILES   N/C=C/C[C@@H](N)CO.O.O.O.O.O.O.O

Last column: Mulliken charge in e.
Element x y z (Å)
1 C 2.028 3.102 -0.986  -0.831
2 O 3.298 2.377 -0.890  -0.577
3 C 0.723 2.184 -0.357  0.454
4 C -0.550 2.904 -0.865  -0.679
5 C -1.765 2.074 -0.299  -0.600
6 C -1.805 1.965 1.011  -0.290
7 N -2.789 1.184 1.646  -0.518
8 N 0.874 0.823 -0.880  -0.338
9 H 2.114 3.937 -0.358  0.477
10 H 1.954 3.355 -2.025  0.316
11 H 0.905 2.217 0.766  0.150
12 H -0.731 3.919 -0.295  0.281
13 H -0.824 3.052 -1.916  0.385
14 H -2.155 1.612 -1.082  0.354
15 H -1.139 2.379 1.696  0.540
16 H -3.111 1.749 2.436  0.221
17 H -3.570 0.746 1.046  0.215
18 H 0.163 0.057 -0.647  -0.056
19 H 3.010 1.458 -1.056  0.337
20 H 0.912 0.739 -1.843  0.265
21 H -3.247 -2.005 -1.620  0.262
22 H -2.143 -2.133 -0.636  0.313
23 O -2.718 -1.584 -0.985  -0.498
24 H -2.205 -1.642 2.672  0.261
25 H -1.385 -0.433 2.248  0.345
26 O -1.322 -1.362 2.326  -0.671
27 H 0.265 -3.280 0.011  0.495
28 H -0.394 -2.294 0.895  0.171
29 O -0.558 -2.846 0.220  -0.557
30 H 2.820 -0.541 0.261  0.326
31 H 2.851 -1.562 1.342  0.384
32 O 3.318 -1.411 0.546  -0.731
33 H 1.248 -3.246 2.429  0.281
34 H 0.744 -1.861 2.663  0.289
35 O 1.529 -2.347 2.375  -0.651
36 H 2.567 -3.201 0.147  0.353
37 H 1.904 -3.304 -1.248  0.295
38 O 1.848 -3.606 -0.386  -0.707
39 H -0.885 -1.266 -2.059  0.279
40 H -1.151 -1.169 -3.500  0.281
41 O -0.631 -0.740 -2.804  -0.626

***

Arrangement B

C5H26N2O8 | ωB97M-V/def2-TZVPD

Properties
Kohn-Sham gap   0.3535 hartree
HOMO   -9.3 eV
SMILES   [H]/N=C\NCCCCO.O.O.O.O.O.O.O

Last column: Mulliken charge in e.
Element x y z (Å)
1 C -0.286 -1.254 2.282  -0.491
2 O -1.466 -0.389 2.096  -0.606
3 C -0.489 -2.644 1.655  -0.426
4 C -0.165 -2.924 0.240  -0.562
5 C 0.310 -1.666 -0.576  -0.049
6 N 3.336 -2.573 0.378  -0.692
7 C 2.693 -1.901 -0.517  -0.071
8 N 1.617 -1.040 -0.130  0.079
9 H -0.241 -1.301 3.357  0.489
10 H 0.595 -0.715 2.066  0.034
11 H -1.167 0.547 2.066  0.395
12 H -1.614 -2.736 1.841  0.282
13 H 0.094 -3.416 2.254  0.310
14 H 0.709 -3.708 -0.002  0.403
15 H -0.993 -3.424 -0.375  0.315
16 H -0.510 -0.783 -0.249  -0.558
17 H 0.386 -1.750 -1.776  0.407
18 H 3.076 -2.617 1.353  0.256
19 H 2.996 -1.889 -1.539  0.444
20 H 1.858 -0.779 0.878  0.091
21 H -3.633 0.546 -2.250  0.275
22 H -4.341 0.517 -0.791  0.334
23 O -4.320 0.820 -1.739  -0.607
24 H 0.646 2.579 1.763  0.260
25 H -0.263 2.121 0.669  0.341
26 O 0.202 1.804 1.394  -0.544
27 H 2.952 0.503 -1.215  0.386
28 H 3.720 1.903 -1.423  0.325
29 O 3.499 1.064 -1.883  -0.731
30 H -1.593 1.381 -0.822  0.233
31 H -2.509 2.489 -1.183  0.338
32 O -1.635 2.337 -0.841  -0.657
33 H 0.471 4.539 -0.633  0.310
34 H -0.517 4.942 0.451  0.319
35 O 0.463 4.720 0.294  -0.657
36 H -2.283 -0.888 0.713  0.395
37 H -3.654 -1.454 0.110  0.253
38 O -2.890 -1.044 -0.089  -0.666
39 H 1.481 2.097 -2.310  0.289
40 H 2.140 3.046 -3.015  0.279
41 O 1.326 2.939 -2.501  -0.528

***

The computed energies, referenced to the most stable structure and given in hartree, are arrangement A 0.0000; arrangement B 0.0158.

***

Arrangement A

C2H4ClN2 | ωB97M-V/def2-TZVPD

Properties
Kohn-Sham gap (spin up / spin down)   0.2709 / 0.2740 hartree
HOMO (spin up / spin down)   -15.1 / -15.2 eV
Charge   +1

Last column: Mulliken charge in e.
Element x y z (Å)
1 C -0.842 1.738 0.034  -0.095
2 C 0.127 -0.518 -0.004  0.532
3 N -0.465 0.538 0.076  -0.062
4 N 0.220 -1.777 0.019  -0.315
5 Cl 2.400 0.425 -0.032  -0.254
6 H -1.314 2.168 0.798  0.315
7 H -0.602 2.091 -0.921  0.295
8 H -0.623 -2.412 0.105  0.304
9 H 1.099 -2.253 -0.075  0.280

***

Arrangement B

C2H4ClN2 | ωB97M-V/def2-TZVPD

Properties
Kohn-Sham gap (spin up / spin down)   0.3170 / 0.3293 hartree
HOMO (spin up / spin down)   -15.1 / -15.4 eV
Charge   +1

Last column: Mulliken charge in e.
Element x y z (Å)
1 C 0.772 -0.983 0.727  0.512
2 C -1.112 0.162 -0.341  -0.564
3 N 0.294 -0.177 -0.140  0.385
4 N 1.300 0.673 -0.311  -0.629
5 Cl 1.910 -1.980 1.270  0.092
6 H -1.608 -0.052 0.636  0.319
7 H -1.010 1.224 -0.708  0.288
8 H -1.566 -0.509 -1.010  0.298
9 H 1.021 1.643 -0.123  0.298

***

The computed energies, referenced to the most stable structure and given in hartree, are arrangement A 0.0000; arrangement B 0.0829.